Formula: C23H44AuNP3S
Source: OMol25
Level of theory: ωB97M-V/def2-TZVPD

```
73
Properties=species:S:1:pos:R:3:forces:R:3
Au -0.89295 0.01247 -0.09502 4.342 1.008 2.392
P 0.14018 -0.62004 2.02512 0.281 0.153 0.152
P 0.43491 -1.55723 -1.47855 -0.657 -0.184 -0.036
P -1.90220 2.11078 0.81360 -0.548 0.017 0.113
H -4.15345 -1.11004 -0.69942 0.029 -0.111 0.350
C -3.11984 -0.99039 -0.31662 -2.575 -0.983 -0.561
C -2.39169 -0.11584 -1.30066 -1.390 0.201 -1.887
H -2.86961 0.84555 -1.50420 -0.063 -0.420 -0.149
C -1.02704 -1.70687 2.91007 -0.018 0.025 -0.038
C 1.68779 -1.56848 1.95683 0.167 0.005 0.145
C 0.52369 0.72227 3.18927 0.169 -0.033 0.203
C 0.16398 -1.29802 -3.25974 -0.036 0.178 -0.131
C 2.25446 -1.58402 -1.38458 0.091 0.215 0.359
C -0.10553 -3.28288 -1.21682 0.167 -0.039 0.048
C -2.96025 3.01991 -0.36640 0.085 -0.228 -0.168
C -0.78481 3.43523 1.36929 0.379 -0.244 -0.017
C -3.03607 1.78790 2.21299 0.114 -0.006 -0.022
H -3.25647 -0.59502 0.70042 0.113 -0.089 -0.371
H -2.16559 -0.62837 -2.24366 -0.103 0.256 0.312
H -0.63742 -1.93766 3.91188 -0.102 0.043 -0.260
H -1.15228 -2.64389 2.34964 -0.007 0.238 0.169
H -2.00480 -1.21565 3.00760 0.249 -0.158 0.005
H 2.04907 -1.74406 2.98122 -0.098 -0.024 -0.294
H 2.45117 -0.99931 1.41106 -0.171 -0.138 0.169
H 1.53332 -2.53708 1.46368 0.031 0.235 0.151
H 1.02626 0.29379 4.06920 -0.174 0.163 -0.185
H -0.38526 1.24054 3.51966 0.265 -0.160 -0.076
H 1.20310 1.44530 2.71930 -0.175 -0.194 0.174
H 0.95387 -1.83103 -3.80733 -0.293 0.102 0.082
H 0.22866 -0.23000 -3.50112 0.018 -0.315 0.009
H -0.81483 -1.68430 -3.56957 0.288 0.119 0.106
H 2.59800 -2.18116 -0.53185 -0.082 0.154 -0.281
H 2.64241 -0.56307 -1.28629 -0.067 -0.195 -0.038
H 2.64679 -2.01978 -2.31436 -0.184 0.055 0.284
H 0.58713 -3.96273 -1.73348 -0.203 0.117 0.133
H -1.11604 -3.43141 -1.62220 0.226 0.099 0.132
H -0.11193 -3.52372 -0.14490 0.019 0.007 -0.303
H -3.27498 3.97359 0.08239 0.108 -0.329 -0.065
H -3.85234 2.43601 -0.62156 0.146 0.209 0.059
H -2.38601 3.22758 -1.27809 -0.160 0.016 0.156
H -1.38235 4.32478 1.61615 0.091 -0.325 -0.038
H -0.09414 3.68248 0.55446 -0.138 -0.022 0.183
H -0.20551 3.12774 2.24684 -0.159 0.167 -0.237
H -3.44621 2.74625 2.56198 0.080 -0.261 -0.057
H -2.51581 1.29699 3.04609 -0.175 0.159 -0.215
H -3.86641 1.14757 1.88647 0.187 0.200 0.098
C -3.79608 -2.58058 -3.64085 -0.039 -0.482 -0.140
C -4.64312 -3.22287 -2.71402 -0.058 -0.247 0.207
C -4.45793 -4.56127 -2.42375 -0.398 0.212 0.299
C -3.42202 -5.24932 -3.08824 -0.502 0.063 0.347
C -2.62410 -4.61584 -4.05086 0.294 0.991 -0.647
C -2.80836 -3.26528 -4.36158 0.380 -0.553 -0.046
S -4.37960 -1.03535 -3.52291 0.410 1.474 -1.387
H -5.34968 -2.43392 -2.37107 -0.530 -1.838 0.981
H -2.73820 -2.01644 -0.25875 0.109 0.236 0.073
H -5.10865 -5.05320 -1.69939 0.255 0.011 -0.267
H -3.25279 -6.30281 -2.86675 -0.077 0.239 -0.050
H -1.85171 -5.18206 -4.57529 -0.289 0.144 0.139
H -2.24218 -2.73872 -5.12578 0.020 -0.309 0.088
C 4.24035 3.77001 -2.85621 0.241 0.016 -0.020
C 3.08981 3.05490 -2.20908 0.186 0.239 -0.117
C 3.14554 2.65204 -0.87330 -0.340 -0.298 0.299
C 2.06492 1.96501 -0.32286 0.275 0.270 -0.417
N 0.96332 1.66829 -1.02602 0.033 0.165 0.001
C 0.88952 2.08012 -2.30003 0.580 0.278 0.022
C 1.92405 2.77805 -2.92376 -0.547 -0.387 0.100
H 4.02986 4.83966 -2.99346 -0.053 -0.262 0.070
H 5.14072 3.68210 -2.24054 -0.142 0.060 -0.157
H 4.45525 3.35182 -3.84750 -0.075 0.095 0.220
H 4.01730 2.85282 -0.25331 -0.128 0.012 -0.210
H 2.09226 1.64415 0.72456 -0.026 0.063 -0.380
H -0.02789 1.83803 -2.84743 0.235 0.128 0.218
H 1.80971 3.07620 -3.96465 0.115 0.001 0.220
```
Positions in Å, forces in eV/Å.

Its charge is +3. The spin multiplicity is 3. Its frontier orbital gap (spin up / spin down) is 8.18 / 5.14 eV.



Formula: C23H44BCl4F8LiO5
Source: OMol25
Level of theory: ωB97M-V/def2-TZVPD

```
86
Properties=species:S:1:pos:R:3:forces:R:3
Li 0.71287 -0.20983 -0.71800 0.480 0.238 -0.214
B -0.77089 0.30377 0.53322 -0.653 0.229 0.571
H -0.67856 -0.77096 0.50691 0.297 -4.246 0.016
H -1.57633 0.64244 1.16631 -3.021 1.041 2.358
H 0.14500 0.74557 0.89407 3.585 1.665 1.384
H -0.94876 0.67428 -0.46444 -0.730 1.382 -3.901
C -3.06038 4.06960 -0.71210 -0.674 0.214 0.010
C -1.77878 4.71788 -0.14720 -1.710 -2.145 0.904
C -1.17561 3.77295 0.91654 2.394 -0.700 -0.470
F -0.22233 4.40951 1.65889 -0.226 0.682 0.004
F -2.05947 3.25672 1.75285 -1.565 0.293 0.685
F -0.90788 4.91722 -1.12308 1.006 0.240 -0.755
F -2.09948 5.88773 0.40488 -0.179 0.802 0.260
O -2.75443 2.82330 -1.30215 -1.316 -1.480 -0.307
C -3.91062 1.95028 -1.45941 2.582 2.122 -0.383
C -3.35612 0.83826 -2.33921 1.739 -1.565 0.291
F -4.27160 -0.08537 -2.70883 -0.181 0.707 -0.026
F -2.70495 1.30983 -3.45282 -1.261 0.363 0.064
F -4.35954 1.57940 -0.25897 -0.022 -0.455 -0.274
F -4.88157 2.60148 -2.08744 -0.764 0.348 -0.147
H -3.52362 4.72720 -1.44767 0.229 0.260 -0.086
H -3.80604 3.89175 0.06279 0.253 0.390 0.405
H -0.64544 2.90948 0.51475 -0.187 0.087 -0.850
H -2.54558 0.34620 -1.80161 -0.271 -0.203 0.522
C -0.50497 -2.55906 3.30545 -0.515 -0.024 -0.139
C 0.42801 -3.78235 3.24452 -0.563 -0.647 -1.046
C 1.78527 -3.32476 3.69494 -0.648 1.311 0.863
O 1.68394 -1.89439 3.67793 1.002 1.078 -1.018
C 0.33772 -1.44557 3.90538 0.475 -1.675 1.192
H -1.39165 -2.81414 3.88582 -0.044 0.319 0.109
H -0.83678 -2.23670 2.31849 0.035 -0.235 -0.123
H 0.49762 -4.09667 2.20316 -0.027 -0.163 -0.086
H 0.06474 -4.65169 3.79258 -0.067 0.142 0.142
H 2.59322 -3.67086 3.05034 0.088 0.292 0.064
H 1.98409 -3.59053 4.73319 0.162 -0.419 0.081
H 0.11569 -0.43014 3.57717 0.562 -0.228 -0.522
H 0.20809 -1.45187 4.98762 -0.119 0.153 0.226
C 4.63425 -1.05027 0.70203 1.280 0.065 0.694
C 4.29082 -0.08662 1.84933 -0.465 -0.070 0.458
C 3.05371 0.63054 1.30033 0.996 0.435 0.928
O 2.61829 -0.08908 0.16341 -1.030 -0.380 -1.009
C 3.28578 -1.33631 0.06133 1.266 -0.234 1.148
H 5.16265 -1.92566 1.07961 -0.277 -0.257 -0.024
H 5.35449 -0.59500 0.02226 -0.248 0.234 -0.296
H 5.01860 0.64319 2.20401 0.469 -0.025 -0.774
H 4.05310 -0.56912 2.79737 -0.317 -0.660 -0.290
H 3.38857 1.62453 1.00374 -0.503 0.159 -0.340
H 2.31628 0.71548 2.09852 -0.447 -0.077 -0.429
H 3.38794 -1.73463 -0.94813 -0.357 0.561 -0.229
H 2.82056 -2.10660 0.67642 -0.553 -0.033 0.043
C 2.28167 2.60230 -3.55768 -0.429 0.459 -0.811
C 1.19857 1.77916 -4.24518 -0.743 0.426 -0.563
C 0.22562 1.49904 -3.10474 0.285 -0.288 -0.681
O 1.11865 1.19783 -2.05915 0.838 -0.823 1.145
C 2.30713 1.97673 -2.17593 0.713 0.676 -0.209
H 2.03481 3.66333 -3.52047 -0.093 -0.007 -0.062
H 3.20606 2.48280 -4.12276 0.168 0.163 0.323
H 1.67164 0.87851 -4.63650 -0.237 -0.407 0.305
H 0.71561 2.21748 -5.11852 0.068 0.417 0.111
H -0.43207 0.64969 -3.28956 0.210 -0.138 0.132
H -0.42053 2.31971 -2.79312 0.082 0.369 -0.340
H 3.25217 1.43485 -2.13922 -0.433 -0.901 0.533
H 2.35715 2.71958 -1.37982 -0.216 0.043 0.075
C 1.21352 -3.44653 -3.30269 0.026 -0.082 -0.043
C 0.15338 -3.99228 -2.32781 0.175 -1.560 -0.113
C -0.31279 -2.87064 -1.40779 0.266 -0.106 -1.722
O 0.40166 -1.73225 -1.95295 0.338 0.863 0.848
C 0.90946 -1.98053 -3.28981 -0.890 0.629 0.660
H 1.14653 -3.82320 -4.32335 -0.200 -0.264 0.117
H 2.21311 -3.69803 -2.94820 0.068 0.309 0.086
H 0.59898 -4.79398 -1.73889 -0.092 -0.137 -0.053
H -0.67409 -4.43681 -2.88081 -0.073 0.084 0.051
H -0.10537 -3.06245 -0.35504 0.377 0.473 -0.086
H -1.38979 -2.74222 -1.51580 -0.011 0.359 0.097
H 1.69016 -1.26097 -3.53649 0.362 -0.216 0.566
H 0.11154 -1.70901 -3.98096 -0.298 -0.339 -0.227
C -2.24991 1.50278 4.17081 0.234 1.235 -0.058
Cl -1.71330 3.09847 4.90439 -0.402 -0.900 -0.358
Cl -1.93939 0.18301 5.29421 -0.359 0.154 -0.162
H -3.30893 1.58298 3.92553 0.116 -0.076 0.385
H -1.69611 1.41150 3.23644 0.142 -0.321 0.336
C -3.79521 -1.41183 1.34681 -0.250 0.490 -0.117
Cl -4.12832 -2.28513 -0.16186 0.129 -0.011 0.015
Cl -5.32710 -0.86714 2.09720 0.334 -0.287 0.109
H -3.22883 -2.07272 2.00298 -0.301 0.218 0.025
H -3.25559 -0.49444 1.11162 0.137 -0.401 0.000
```
Positions in Å, forces in eV/Å.

Its charge is 0. Its frontier orbital gap is 9.53 eV.



Q: Which of these has the lowest charge?
A: C23H44BCl4F8LiO5